Molecular formula: C35H41AsN5P2PdSSe2Te
Method: DFT, ωB97M-V/def2-TZVPD

Results
- total energy (Ha) = -10147.627862
- charge = -1
- HOMO level (eV) = -3.89
- frontier orbital gap (eV) = 5.516
- relative energy (zero: lowest compared OMol25 entry of this formula, charge and spin) (kcal/mol) = 45.1

Structure (XYZ):
```
89
Properties=species:S:1:pos:R:3:forces:R:3:mulliken_charge:R:1
Te 3.473 -0.841 1.427 0.5 -0.2 0.3 -0.509
Pd 1.209 0.360 1.196 -0.2 0.2 0.0 0.259
Se 1.885 2.382 2.466 0.3 -0.5 -0.2 -1.004
Se -3.764 -5.222 2.649 0.1 0.0 0.0 -0.424
As 2.677 0.974 -0.632 -0.3 0.4 -0.5 1.172
S -1.098 1.036 0.169 -0.2 0.2 -0.2 -0.384
P 0.198 -0.557 3.110 -0.2 -0.4 0.4 1.337
P -2.079 -4.159 3.350 0.0 0.1 0.1 0.099
N -1.977 3.519 -0.448 -0.1 0.1 -0.1 -0.235
N -0.059 -1.769 0.868 0.0 -0.2 0.1 1.064
N -0.566 -2.742 0.126 -0.2 0.0 0.4 -1.139
N -0.944 3.380 1.481 -0.4 0.2 -0.3 0.331
N -1.300 -3.545 0.883 0.3 0.4 -0.1 -0.465
C -1.218 0.189 3.986 0.0 0.1 0.0 1.029
C -1.345 2.683 0.417 0.1 0.2 0.2 0.355
C 2.089 -1.549 -2.124 0.0 0.1 -0.1 -1.242
C -2.100 1.474 5.835 0.0 -0.1 -0.1 -0.779
C 1.480 -6.155 3.776 -0.1 0.0 0.0 -0.627
C -3.634 -2.283 4.638 0.1 -0.1 0.1 -0.470
C 1.296 -1.150 4.440 -0.1 0.0 0.1 -0.410
C -3.492 1.004 3.938 0.2 0.1 -0.1 -1.157
C -2.381 -2.465 7.108 0.0 0.0 -0.1 -0.866
C -1.141 4.815 1.277 0.0 -0.3 0.0 -0.492
C -2.453 0.301 3.344 0.0 0.2 0.1 -0.246
C -2.547 -3.146 4.795 0.0 0.1 0.0 0.687
C -1.925 -3.228 6.038 0.0 0.0 0.0 0.196
C -3.458 -1.610 6.941 0.0 0.0 -0.1 -0.636
C -0.760 -5.276 3.930 0.0 -0.1 0.0 0.476
C -1.279 -3.073 2.158 0.1 -0.4 -0.4 -0.408
C 1.110 -2.394 5.029 0.1 -0.1 0.0 0.456
C 0.505 -5.258 3.349 0.1 -0.1 0.1 -0.366
C 1.711 2.569 -1.314 0.2 0.0 -0.2 -0.727
C 2.327 3.261 -2.532 -0.1 0.0 0.2 -1.349
C 4.484 1.703 -0.757 0.0 0.1 0.1 -0.931
C -1.045 -6.212 4.928 0.0 0.0 -0.1 -0.180
C 2.604 -0.120 -2.263 -0.1 -0.2 0.1 -0.627
C 3.180 -0.785 5.901 0.0 0.0 -0.1 -0.658
C -1.055 0.776 5.240 -0.1 0.1 0.0 -0.552
C 2.985 -2.031 6.483 0.0 0.0 0.0 -0.805
C -0.449 -1.947 2.154 -0.1 0.3 0.2 -0.002
C -0.069 -7.096 5.358 0.0 0.0 0.0 -0.653
C 4.787 2.870 0.170 0.1 0.0 0.0 -1.078
C -3.318 1.596 5.183 0.1 0.0 -0.1 -0.552
C 2.350 -0.347 4.875 0.0 0.0 0.1 -0.370
C -4.081 -1.516 5.701 0.0 -0.2 0.1 -0.552
C 1.949 -2.844 6.041 0.0 0.1 -0.1 -0.556
C -2.184 4.838 0.150 0.1 -0.2 -0.1 -0.536
C 1.198 -7.067 4.782 0.0 0.1 0.0 -0.547
H 1.979 -2.001 -3.116 0.0 0.0 0.1 0.431
H -2.597 3.120 -1.131 0.0 0.0 0.0 0.273
H 3.645 -2.372 7.273 0.0 0.0 0.0 0.349
H -1.995 5.633 -0.567 0.0 0.0 -0.1 0.310
H -1.959 1.921 6.813 0.0 0.0 0.0 0.406
H 1.801 -3.829 6.471 0.0 0.0 0.0 0.471
H -4.132 2.141 5.648 0.0 0.0 0.0 0.393
H -0.206 5.292 0.975 0.1 0.0 0.0 0.251
H -0.106 3.024 1.974 0.2 0.0 0.3 -0.327
H 1.960 0.438 -2.941 0.0 0.1 -0.1 0.390
H -1.080 -3.885 6.181 0.0 0.0 0.0 0.253
H -3.809 -1.010 7.773 0.0 0.0 0.0 0.374
H 4.568 2.613 1.204 0.0 -0.1 0.1 0.176
H 1.696 4.094 -2.857 0.0 0.0 0.0 0.444
H -4.919 -0.842 5.563 0.1 -0.1 0.0 0.467
H -3.196 4.951 0.542 -0.1 -0.1 0.1 0.301
H 5.843 3.145 0.094 0.0 0.0 0.0 0.387
H 4.001 -0.156 6.228 -0.1 0.0 0.0 0.434
H 4.189 3.749 -0.074 0.0 0.0 0.0 0.239
H 0.712 2.204 -1.538 -0.1 0.0 0.0 0.474
H -0.297 -7.816 6.134 0.0 0.0 0.0 0.387
H -2.597 -0.166 2.380 0.0 0.0 -0.1 0.597
H 3.316 3.671 -2.319 0.0 0.0 0.0 0.255
H 1.628 3.243 -0.463 0.0 0.1 0.1 0.310
H 5.141 0.868 -0.553 0.1 -0.2 0.0 0.595
H 3.611 -0.098 -2.673 0.1 0.0 -0.1 0.443
H 1.116 -1.592 -1.635 0.0 0.0 0.0 0.213
H 4.596 1.983 -1.805 0.0 0.0 -0.1 0.492
H 1.961 -7.760 5.117 0.0 0.0 0.0 0.379
H 2.766 -2.162 -1.536 0.1 0.0 0.1 0.297
H 2.463 -6.131 3.320 0.0 0.0 0.0 0.411
H 0.316 -3.028 4.671 0.0 0.0 0.0 -0.114
H 0.735 -4.540 2.570 0.0 0.0 0.0 0.392
H -4.447 1.080 3.429 0.0 0.0 0.0 0.488
H -1.502 5.295 2.184 0.0 0.0 0.0 0.380
H -2.044 -6.256 5.344 0.0 0.0 0.0 0.416
H 2.428 2.586 -3.384 0.0 0.0 0.0 0.256
H 2.518 0.611 4.402 0.0 0.1 0.0 0.140
H -4.131 -2.227 3.678 0.0 0.0 0.0 0.405
H -0.104 0.695 5.749 0.0 0.0 0.0 0.444
H -1.883 -2.536 8.068 0.0 0.0 0.0 0.393
```
Positions in Å, forces in eV/Å.



Molecular formula: C35H41KN4O2Si2
Method: DFT, ωB97M-V/def2-TZVPD

Results
- total energy (Ha) = -2906.835027
- HOMO level (eV) = -5.77
- frontier orbital gap (eV) = 5.314
- relative energy (zero: lowest compared OMol25 entry of this formula, charge and spin) (kcal/mol) = 1.6

Structure (XYZ):
```
85
Properties=species:S:1:pos:R:3:forces:R:3:mulliken_charge:R:1
K -0.735 -0.608 -0.373 0.1 0.1 0.0 0.710
Si 2.666 0.135 -1.600 0.0 0.0 -0.1 -0.148
Si 0.662 2.622 -1.488 0.0 0.0 0.0 0.003
O -0.437 -5.074 1.649 0.0 0.0 0.0 -0.466
O -5.138 0.187 1.724 0.0 0.0 0.0 -0.485
N -3.115 0.539 0.797 0.1 0.0 -0.1 0.151
N -2.430 -2.120 1.333 0.0 -0.1 0.1 0.094
N -0.515 -0.503 -3.118 0.1 0.0 -0.1 0.263
N 0.149 -3.087 0.756 0.0 -0.1 0.0 0.269
C 3.128 0.185 0.229 0.1 0.0 0.1 -0.683
C 0.435 0.464 -3.209 -0.1 0.0 0.0 -0.949
C 2.593 -1.685 -2.131 0.0 0.0 0.0 -0.783
C -1.113 -0.944 -4.228 0.0 0.0 0.0 -0.466
C 1.369 -3.910 0.670 0.0 0.0 0.0 -0.327
C 3.314 -2.178 3.439 0.0 0.0 0.0 -0.694
C 0.907 -5.301 1.165 0.0 0.0 0.0 -0.517
C 2.259 -2.674 2.688 0.0 0.0 0.0 -0.269
C -2.110 -3.368 1.656 -0.1 0.0 0.0 0.383
C -2.445 5.279 1.606 0.0 0.0 0.0 -0.667
C -2.097 2.654 2.432 0.0 0.0 0.0 -0.226
C -1.573 4.992 2.649 0.0 0.0 0.0 -0.443
C -5.149 1.598 1.402 0.0 0.0 0.0 -0.408
C -2.972 2.936 1.392 0.0 0.0 0.0 0.256
C -2.982 -4.233 2.309 0.0 0.0 0.0 -0.746
C 4.866 -2.973 1.790 0.0 0.0 0.0 -0.825
C -1.210 2.862 -1.689 0.0 0.1 0.0 -0.399
C 1.095 0.937 -1.977 -0.1 0.1 0.0 1.505
C 2.500 -3.321 1.480 0.0 0.0 0.1 0.534
C 1.084 3.013 0.311 0.0 0.0 0.0 -0.901
C -3.920 -0.263 1.352 -0.1 0.2 0.0 -0.318
C -3.778 1.846 0.723 0.0 0.0 0.0 -0.403
C -0.737 -3.803 1.307 0.1 0.0 0.0 -0.186
C -3.137 4.254 0.980 0.0 0.0 0.0 -0.345
C 1.409 4.058 -2.478 0.0 0.0 0.0 -1.230
C 4.620 -2.327 2.992 0.0 0.0 0.0 -0.389
C 4.188 0.809 -2.508 0.1 0.0 0.0 -1.256
C -4.580 -2.462 2.325 0.0 0.0 0.0 -0.745
C 3.808 -3.463 1.036 0.0 0.0 0.0 -0.246
C 0.748 0.987 -4.483 -0.1 0.0 0.0 -0.500
C -4.241 -3.766 2.641 0.0 0.0 0.0 -0.495
C -1.399 3.679 3.057 0.0 0.0 0.0 -0.656
C -0.847 -0.472 -5.498 0.0 0.0 0.0 -0.647
C 0.113 0.527 -5.618 0.1 0.1 0.0 -0.645
C -3.635 -1.678 1.673 -0.1 -0.1 0.0 0.474
H -1.859 -1.723 -4.088 0.0 0.0 0.0 0.364
H -5.545 -2.049 2.576 0.0 0.0 0.0 0.490
H 3.998 -3.947 0.085 0.0 0.0 0.0 0.371
H -1.510 3.869 -1.383 0.0 0.0 0.0 0.358
H 0.592 3.947 0.604 0.0 0.0 0.0 0.224
H 1.241 -2.540 3.035 0.0 0.0 0.0 0.371
H 4.380 1.851 -2.239 0.0 0.0 0.0 0.317
H 5.441 -1.929 3.574 0.0 0.0 0.0 0.398
H 5.088 0.229 -2.274 0.0 0.0 0.0 0.310
H 1.732 -2.198 -1.694 0.0 0.0 0.0 -0.037
H 1.512 1.752 -4.548 0.0 0.0 0.0 0.421
H 1.059 5.025 -2.099 0.0 0.0 0.0 0.314
H -4.948 -4.409 3.148 0.0 0.0 0.0 0.419
H 2.159 3.150 0.450 0.0 0.0 0.0 0.395
H 3.333 1.206 0.559 0.0 0.0 0.0 0.412
H 1.127 3.997 -3.533 0.0 0.0 0.0 0.310
H 2.492 -1.764 -3.218 0.0 0.0 0.0 0.473
H 2.351 -0.222 0.883 0.0 0.0 0.0 0.085
H 0.853 -6.036 0.364 0.0 0.0 0.0 0.302
H -6.000 1.792 0.753 0.0 0.0 0.0 0.314
H -1.020 5.788 3.129 0.0 0.0 0.0 0.398
H 5.881 -3.081 1.429 0.0 0.0 0.0 0.387
H 3.116 -1.664 4.371 0.0 0.0 0.0 0.386
H -0.704 3.447 3.854 0.0 0.0 0.0 0.376
H -1.370 -0.872 -6.355 0.0 0.0 0.0 0.391
H -3.901 2.108 -0.330 0.0 0.0 0.0 0.634
H -2.668 -5.238 2.547 0.0 0.0 0.0 0.494
H -2.573 6.300 1.271 0.0 0.0 0.0 0.388
H 4.038 -0.400 0.394 0.0 0.0 0.0 0.229
H 4.039 0.772 -3.591 0.0 0.0 0.0 0.292
H -3.795 4.476 0.147 0.0 0.0 0.0 0.410
H -1.502 2.723 -2.735 0.0 0.0 0.0 0.419
H 3.509 -2.209 -1.840 0.0 0.0 0.0 0.280
H -5.259 2.156 2.330 0.0 0.0 0.0 0.351
H 0.367 0.936 -6.589 0.0 0.0 0.0 0.408
H 1.506 -5.689 1.985 0.0 0.0 0.0 0.320
H -1.943 1.627 2.742 0.0 0.0 0.0 0.411
H 2.501 4.049 -2.427 0.0 0.0 0.0 0.332
H 0.758 2.235 1.008 0.0 0.0 0.0 0.237
H -1.785 2.148 -1.091 0.1 0.0 0.0 -0.460
H 1.694 -3.965 -0.368 0.0 0.0 0.0 0.527
```
Positions in Å, forces in eV/Å.